Record 1
C23H26MoN3O7S2 as an isolated structure at a distorted geometry, computed with wB97M-V/def2-TZVPD.

The geometry in XYZ format:
```
62
Properties=species:S:1:pos:R:3:forces:R:3
Mo -0.25073 1.07944 -1.27552 0.0066 -0.0413 -0.2168
C 3.72075 3.52106 -2.38962 -0.0567 -0.0368 -0.0434
C 2.27666 3.15242 -2.11653 0.0932 -0.0638 -0.0358
S 1.85907 1.45180 -2.31440 0.0971 0.0134 0.3358
C 1.32462 4.03470 -1.78423 -0.0777 0.1272 0.0868
C 1.59545 5.51163 -1.64883 -0.0813 -0.0061 -0.0233
S -0.33868 3.54521 -1.52337 0.0962 -0.1176 -0.1278
H 4.31007 2.63307 -2.61675 -0.0552 -0.0085 -0.0029
H 4.18485 4.00256 -1.52510 -0.0455 -0.0105 0.0020
H 3.81323 4.20452 -3.23874 -0.0161 -0.0104 0.0165
H 2.63676 5.76527 -1.84700 -0.0122 -0.0423 -0.0170
H 1.34618 5.85980 -0.64404 -0.0056 -0.0329 -0.0041
H 0.96652 6.07435 -2.34442 0.0103 -0.0141 0.0171
O -4.37668 1.24524 -0.64342 -0.2673 -0.0021 -0.1556
C -3.19081 1.21335 -0.39919 0.4351 -0.0382 0.1908
O -2.27247 1.17381 -1.32902 -0.2070 0.0296 0.2857
C -2.75364 1.17258 1.06213 -0.1398 0.0641 -0.2581
C -3.76452 1.08109 1.99669 -0.1208 0.0092 -0.3048
C -3.46114 1.02842 3.33940 -0.4639 -0.2621 0.6053
C -2.16503 1.08842 3.78950 0.1263 -0.0370 0.1491
C -1.15127 1.19582 2.86714 0.5814 -0.1993 0.7125
C -1.40087 1.22008 1.48227 0.2667 0.0060 -0.7610
O -0.41253 1.26754 0.64587 0.2432 -0.1061 0.8327
N 0.23149 1.27278 3.44047 -0.9516 0.8041 -0.1301
O 1.14514 1.56851 2.70948 0.2729 -0.2611 -0.0196
O 0.32245 1.15626 4.65272 0.1997 -0.3246 -0.0878
N -4.54910 0.90346 4.34143 0.5476 0.9065 -0.4391
O -5.69233 0.94877 3.93748 -0.1561 -0.3077 -0.0053
O -4.23006 0.86710 5.51447 -0.0665 -0.2948 0.0904
H -4.78859 1.05533 1.65111 0.0331 -0.0214 -0.0015
H -1.93283 1.05605 4.84144 -0.0226 -0.0226 0.0046
C 3.49595 -1.11525 2.17434 -0.0736 0.0301 -0.0087
C 2.38678 -1.79444 1.40798 0.1037 -0.0119 0.0587
C 2.09246 -3.13612 1.63766 -0.0579 0.0443 -0.0422
C 1.06242 -3.75827 0.93946 0.0045 -0.0037 -0.0223
C 0.71039 -5.20505 1.18711 0.0165 0.0375 0.0369
C 0.35095 -3.02944 -0.00244 -0.0634 -0.1404 0.0677
C 0.65825 -1.69346 -0.28688 -0.6172 -0.1275 -0.0896
C 1.66952 -1.08691 0.44959 0.4031 0.2346 0.2017
N -0.07726 -0.93748 -1.20975 0.1237 0.2954 -0.7710
C -0.72833 -1.57314 -2.40534 0.0889 0.2639 0.1587
C 0.01164 -2.78372 -2.99086 0.1410 -0.0513 0.0488
C -2.18446 -1.94720 -2.09153 -0.0222 -0.0367 -0.0019
C -0.67540 -0.49576 -3.51735 0.0414 -0.4245 0.1001
H 3.79579 -1.71156 3.03754 -0.0091 0.0147 -0.0205
H 3.18408 -0.13029 2.52704 -0.0208 -0.0368 -0.0183
H 4.37642 -0.97159 1.54382 -0.0116 -0.0120 -0.0238
H 2.65777 -3.69374 2.37852 -0.0258 0.0281 -0.0096
H 1.12284 -5.55706 2.13372 -0.0041 0.0205 -0.0155
H 1.10238 -5.84830 0.39519 0.0106 0.0212 -0.0026
H -0.37168 -5.34792 1.21582 0.0208 0.0154 -0.0009
H -0.49187 -3.50224 -0.48643 0.0387 -0.0138 -0.0293
H 1.91354 -0.04172 0.27272 -0.0345 -0.1673 -0.0122
H -0.28453 -3.73073 -2.54620 0.0185 -0.0083 0.0633
H 1.09317 -2.67607 -2.88480 -0.0283 0.0395 -0.0211
H -0.22267 -2.83998 -4.05762 -0.0017 -0.0265 0.0405
H -2.24528 -2.41638 -1.10903 -0.0420 -0.0219 -0.0282
H -2.56741 -2.65506 -2.83321 0.0168 0.0601 -0.0109
H -2.82941 -1.07002 -2.08916 0.0225 0.0286 0.0610
H 0.28908 -0.51012 -4.01989 0.0256 0.0150 -0.0394
H -0.81388 0.52614 -3.16056 -0.3554 0.3466 -0.3430
H -1.48317 -0.61752 -4.24081 0.0276 -0.1118 -0.0217
```
Forces are in eV/Å.

The HOMO-LUMO gap (alpha / beta) comes out at 0.223 / 0.243 Ha. The LUMO energy (alpha / beta) is 0.063 / 0.070 hartree. Its total charge is -1. The calculation puts the highest occupied orbital energy (alpha / beta) at -4.355 / -4.695 eV. Its multiplicity is 3. Its expectation value of S² is 2.0213.

Just the natural (NBO) charges please, in e? Sure, here they are: 1.161, -0.643, -0.196, -0.100, -0.165, -0.637, -0.140, 0.221, 0.212, 0.206, 0.203, 0.218, 0.216, -0.627, 0.801, -0.733, -0.284, -0.049, -0.070, -0.138, -0.072, 0.473, -0.647, 0.544, -0.347, -0.414, 0.542, -0.388, -0.399, 0.265, 0.277, -0.634, 0.024, -0.266, 0.011, -0.626, -0.295, 0.258, -0.272, -0.640, 0.118, -0.622, -0.631, -0.549, 0.203, 0.236, 0.213, 0.196, 0.208, 0.210, 0.212, 0.199, 0.233, 0.208, 0.224, 0.207, 0.213, 0.199, 0.238, 0.230, 0.177, 0.228

***

Record 2
A 2-piece molecular cluster, C4H11N3O2 overall at a distorted geometry, computed with wB97M-V/def2-TZVPD.

The geometry in XYZ format:
```
20
Properties=species:S:1:pos:R:3:forces:R:3
C -0.77773 -0.77589 -3.54372 1.9528 -3.2924 -1.6543
C 0.00634 -0.21045 -2.43577 2.2640 1.3255 1.7232
O 0.91713 0.56200 -2.65149 -0.2187 0.0755 -0.8475
O -0.20347 -0.50707 -1.13619 -2.8503 -2.0891 -1.8869
H -0.13281 -1.45353 -4.26915 -0.3643 1.4236 1.7753
H -1.03915 -0.04620 -4.21840 -0.7325 2.1111 -1.1821
H -1.57530 -1.45317 -3.45714 -1.3728 -0.4749 1.2693
C 0.16155 -1.55514 1.75196 1.6122 4.3398 -4.1060
C 0.33078 0.98194 1.85639 -0.0893 0.6126 -0.0443
N 1.17929 2.07784 1.46795 -3.2443 -0.5712 -0.4928
N 0.73071 -0.14679 1.41244 -0.0737 -1.7244 1.8276
N -0.85951 1.38004 2.62511 2.8218 0.4377 -1.6385
H 1.73308 2.49458 2.15976 0.6261 0.5315 0.9527
H 1.60337 1.85450 0.60458 1.0484 -0.1365 -0.4944
H 0.37625 -0.04393 -0.55349 1.2938 0.8007 0.7057
H -1.16674 0.64730 3.19295 -1.0616 -1.1563 0.6130
H -1.55342 1.88782 2.07306 0.4654 -0.3491 0.4111
H -0.83629 -1.49413 1.62129 -3.5311 -0.3643 0.3347
H 0.56419 -2.03629 2.52271 1.2491 -0.9738 4.1368
H 0.54173 -2.16342 0.97715 0.2052 -0.5261 -1.4025
```
Forces are in eV/Å.

The HOMO-LUMO gap comes out at 0.353 Ha. The LUMO energy is 0.029 hartree. Its SMILES is CN=C(N)N.CC(=O)O. The calculation puts the highest occupied orbital energy at -8.799 eV. Its multiplicity is 1.

Just the natural (NBO) charges please, in e? Sure, here they are: -0.732, 0.780, -0.610, -0.700, 0.249, 0.247, 0.234, -0.430, 0.585, -0.859, -0.552, -0.875, 0.387, 0.387, 0.515, 0.375, 0.401, 0.190, 0.201, 0.207

***

For the records above, the corresponding E_tot values read -66601.2254 -12890.2041 eV.
For the records above, the corresponding energy above the lowest of the compared OMol25 structures with the same formula, charge and spin values read 31.8 60.6 kcal/mol.